Entry 1:
20
Properties=species:S:1:pos:R:3:forces:R:3:lowdin_charge:R:1 method="wB97M-V/def2-TZVPD" lumo_energy_ha="-0.3514 / -0.3514" charge=+2 fmax_ha_per_bohr=0.095 orbital_gap_ev="6.634 / 6.633"
O 0.534359 0.962151 0.634870 1.69 -2.68 3.30 -0.23
H 0.993099 0.693719 1.746697 -1.81 1.20 -4.39 0.28
C 0.440485 -2.351842 -1.899073 0.32 -0.77 -0.96 -0.01
O 0.182323 -1.216543 -1.080045 -0.52 -0.14 1.11 -0.41
C 0.632989 0.047992 -1.572313 0.72 1.46 -0.46 -0.14
C 1.403895 0.735098 -0.463833 0.81 0.69 -0.59 -0.20
H -0.114534 -3.190042 -1.465104 0.08 -0.05 -0.25 0.11
H 0.090603 -2.129645 -2.915552 0.01 -0.30 0.28 0.13
H 1.515269 -2.573106 -1.906131 -0.28 0.04 0.01 0.13
H -0.250644 0.622029 -1.880867 0.23 -0.06 0.06 0.16
H 1.289936 -0.082639 -2.441768 -0.21 -0.16 0.18 0.16
H 1.748763 1.710130 -0.828012 0.14 -0.24 -0.06 0.15
H 2.271794 0.139141 -0.149158 -0.11 0.12 -0.26 0.15
C -2.301817 1.324659 1.828507 1.59 -0.04 -0.35 0.00
C -1.008975 1.329148 2.371010 -1.72 -2.75 1.52 -0.25
O -0.408109 0.103867 2.572473 -1.18 0.43 0.12 -0.36
Y -0.797320 -1.236931 0.881891 -0.21 3.55 1.93 2.02
H -3.073001 0.745434 2.348032 0.27 -0.37 -0.59 0.08
H -2.576160 2.218260 1.262696 -0.39 -0.14 0.63 0.08
H -0.572952 2.149120 2.955680 0.58 0.20 -1.22 0.16

Entry 2:
20
Properties=species:S:1:pos:R:3:forces:R:3:lowdin_charge:R:1 method="wB97M-V/def2-TZVPD" lumo_energy_ha="0.0226 / -0.0683" spin_multiplicity=2 fmax_ha_per_bohr=0.059 orbital_gap_ev="10.607 / 8.134"
C 0.581810 -1.298688 -1.354976 0.22 -0.10 -0.27 0.00
C 0.184096 -0.086551 -0.552769 2.36 -0.28 1.86 -0.46
C 0.715889 1.285720 -0.960500 -0.41 0.55 -0.28 -0.19
O 2.016862 1.126889 -1.490602 0.30 0.04 -0.31 -0.05
C 0.128451 -0.189208 0.988210 -0.59 0.61 -1.44 -0.16
C 0.211406 -1.416437 1.818639 -0.36 -0.46 0.10 -0.21
O -1.017251 -1.574672 2.548694 0.32 -0.25 0.26 -0.06
O -1.018736 -0.106529 0.080374 -1.14 0.62 1.06 0.03
O -4.327368 3.563437 -0.735238 0.33 -0.32 0.00 -0.01
H -0.022283 -2.177350 -1.074481 0.19 0.48 -0.10 0.09
H 0.466957 -1.104140 -2.426983 -0.07 -0.11 0.13 0.09
H 1.644174 -1.519737 -1.181367 -0.30 0.04 -0.11 0.09
H 0.027603 1.780047 -1.679377 0.26 -0.33 0.12 0.13
H 0.785454 1.939179 -0.074241 -0.38 -0.24 -0.23 0.12
H 2.405287 1.996289 -1.665484 -0.24 -0.33 0.08 0.10
H 0.349386 0.747250 1.531354 -0.39 -0.47 -0.36 0.14
H 0.373203 -2.294062 1.176714 0.18 0.09 0.29 0.12
H 1.027924 -1.264192 2.536592 0.12 -0.27 -0.30 0.13
H -0.876490 -2.251502 3.235426 -0.08 0.44 -0.49 0.09
H -3.656376 2.844258 -0.719985 -0.31 0.29 0.02 0.01

Entry 3:
21
Properties=species:S:1:pos:R:3:forces:R:3:lowdin_charge:R:1 method="wB97M-V/def2-TZVPD" lumo_energy_ha=0.0092 fmax_ha_per_bohr=0.059 orbital_gap_ev=9.321
C -1.362151 0.531766 1.624730 0.57 1.49 -0.25 -0.10
C 0.076521 0.266708 1.147207 -0.12 -1.34 2.08 -0.28
C 0.004578 -0.563886 -0.083685 -1.31 2.02 -1.85 -0.21
C 1.272677 -0.741902 -0.861755 -0.52 -1.37 -0.84 -0.30
C 1.543707 0.177279 -2.133073 -0.04 1.88 2.18 -0.56
O 1.509582 -1.331029 -4.400798 -0.20 -0.10 -0.21 -0.47
O 1.051380 -2.077213 -1.483406 0.57 0.49 -0.98 -0.15
O 2.591387 1.177788 -1.778714 -1.33 -1.29 -0.75 -0.07
O 0.280689 0.838392 -2.494433 1.86 -1.00 0.07 -0.04
P 2.345159 -1.207960 -3.191432 0.07 0.47 -0.10 0.98
H -1.763892 1.055967 0.663240 -0.28 -0.68 2.31 0.11
H -1.402211 1.109344 2.604971 0.02 -0.07 -1.61 0.09
H -1.879506 -0.379700 1.890306 -0.27 -0.37 -0.55 0.06
H 0.730432 -0.218508 1.918372 -0.65 0.15 -0.39 0.13
H 0.551374 1.195026 0.971337 0.49 1.18 -0.46 0.09
H -0.476183 -1.528216 0.036347 0.17 -0.19 0.55 0.13
H -0.694676 0.005204 -0.802633 0.80 -0.91 0.97 0.13
H 2.161659 -0.906407 -0.215360 -0.36 0.44 -0.64 0.17
H 0.222280 -1.986546 -1.993582 0.23 -0.17 0.26 0.11
H 2.425090 1.504553 -0.882066 -0.13 -0.08 -0.29 0.08
H 0.311119 1.242101 -3.384437 0.43 -0.55 0.49 0.11

Entry 4:
18
Properties=species:S:1:pos:R:3:forces:R:3:lowdin_charge:R:1 method="wB97M-V/def2-TZVPD" lumo_energy_ha=0.0318 fmax_ha_per_bohr=0.107 orbital_gap_ev=10.465
C -1.565689 0.271964 0.676805 -0.51 2.04 -2.37 -0.28
C -0.595797 0.948642 -0.381197 -0.48 -1.62 0.09 -0.21
C -1.050058 -0.966524 1.284056 0.81 -2.80 1.50 -0.29
C 0.766794 0.274093 -0.142926 0.74 2.13 -2.01 -0.43
C 1.820478 0.747311 -1.266924 -2.60 -1.31 1.14 -0.04
O 1.474377 -2.360508 0.848858 -2.48 2.25 -1.49 -0.44
P 0.389946 -1.427705 0.235437 3.75 -1.31 3.81 0.72
H -1.750356 0.950735 1.447664 -0.19 1.27 1.23 0.08
H -2.430830 0.368826 0.048337 -1.26 -1.33 0.42 0.10
H -1.037909 0.817846 -1.396980 0.69 -0.54 0.43 0.12
H -0.648780 2.017471 -0.301222 0.61 0.62 0.55 0.10
H -0.781112 -0.742213 2.431141 -0.32 -1.09 -2.71 0.15
H -1.586160 -1.978120 1.165676 -0.12 1.80 0.69 0.10
H 0.986591 0.569221 0.873592 0.91 0.57 0.35 0.11
H 1.703309 0.073799 -2.101452 -0.35 0.02 -0.62 0.06
H 2.805815 0.592802 -0.988752 1.95 0.04 0.91 0.04
H 1.622700 1.770224 -1.556481 0.04 0.14 -0.02 0.07
H -0.123321 -1.927864 -0.875633 -1.17 -0.86 -1.88 0.03

Entry 5:
18
Properties=species:S:1:pos:R:3:forces:R:3:lowdin_charge:R:1 method="wB97M-V/def2-TZVPD" lumo_energy_ha=0.0343 fmax_ha_per_bohr=0.091 orbital_gap_ev=10.369
C -0.506201 0.478656 0.261838 -2.46 3.12 -2.48 -0.59
C 0.679427 -0.290593 0.055334 0.09 -3.61 1.09 -0.67
C -1.952356 -0.121526 0.174625 0.24 4.53 -0.76 0.00
C -0.327210 1.988490 -0.269301 0.29 -1.68 -1.44 -0.04
C 0.496247 -1.861493 -0.015677 -0.23 1.29 -1.34 -0.04
O 0.260847 0.285170 1.347448 0.90 -1.40 1.97 -0.03
P 2.281508 0.425613 -0.296320 0.68 1.29 0.75 0.92
H -2.567354 0.669883 0.688978 0.37 -0.94 0.01 0.09
H -2.172963 -1.054888 0.582562 0.00 -1.45 0.55 0.04
H -2.326061 0.032793 -0.861438 0.44 -0.70 0.40 0.10
H -1.284696 2.478860 -0.460298 0.15 -0.06 -0.19 0.06
H 0.298762 1.820173 -1.244461 -1.46 1.04 1.56 0.07
H 0.267196 2.615465 0.417179 -0.26 -0.57 -0.19 0.08
H -0.580255 -2.071208 0.080753 0.50 -0.12 -0.60 0.05
H 0.914425 -2.390035 0.811099 0.88 -0.09 0.59 0.06
H 0.942479 -2.248178 -0.988536 -0.78 0.38 1.23 0.09
H 2.726656 -0.548161 -1.119592 0.51 -1.11 -1.11 -0.13
H 2.849547 -0.209021 0.835811 0.14 0.10 -0.05 -0.06

Entry 6:
18
Properties=species:S:1:pos:R:3:forces:R:3:lowdin_charge:R:1 method="wB97M-V/def2-TZVPD" lumo_energy_ha=0.1225 charge=-1 fmax_ha_per_bohr=0.033 orbital_gap_ev=5.660
C -1.379902 1.578350 -1.765276 0.53 -0.77 0.44 -0.54
O -0.655510 0.693085 -2.470172 0.16 -0.20 -0.28 -0.37
C -1.103579 1.501531 -0.219503 -0.22 -0.24 -0.92 -0.23
C -0.818142 0.092498 0.309506 0.64 0.98 1.24 -0.30
C 0.559330 -0.393679 -0.129939 -0.41 -0.31 -0.30 -0.52
S 0.786070 -2.181619 0.164616 0.23 -0.04 -0.09 0.77
C 1.993528 -2.243678 1.509830 -0.31 0.14 0.53 -0.46
H -2.478056 1.404089 -1.890814 -0.16 0.45 -0.05 0.07
H -1.092404 2.618572 -2.024553 -0.64 0.47 -0.14 0.06
H -1.940409 1.929835 0.350851 0.11 0.16 -0.03 0.08
H -0.201326 2.104559 -0.053543 -0.05 -0.02 0.30 0.09
H -0.747581 0.304959 1.394265 -0.17 -0.74 0.03 0.09
H -1.580748 -0.672686 0.176252 -0.16 0.21 -0.40 0.09
H 1.326655 0.170067 0.389790 0.30 -0.03 0.11 0.07
H 0.638676 -0.211816 -1.201282 -0.05 -0.02 -0.11 0.04
H 2.190321 -1.232789 1.850079 0.12 0.21 -0.06 0.02
H 2.939465 -2.705008 1.234470 -0.04 -0.08 -0.13 0.01
H 1.563611 -2.756268 2.375425 0.14 -0.16 -0.14 0.01

Entry 7:
17
Properties=species:S:1:pos:R:3:forces:R:3:lowdin_charge:R:1 method="wB97M-V/def2-TZVPD" lumo_energy_ha=0.0356 fmax_ha_per_bohr=0.085 orbital_gap_ev=9.329
C -1.228751 0.301443 -0.424065 3.27 -1.70 -2.36 -0.32
C -1.610403 1.280875 0.325996 -0.77 1.59 1.44 -0.07
C -1.915185 -0.839635 -1.147761 0.04 -0.75 2.37 -0.14
C 1.572285 -1.119943 0.150836 -0.57 -0.44 -1.33 -0.35
C 1.552537 1.684773 0.146121 2.14 -0.14 1.29 -0.44
P 1.110197 0.366446 -0.986018 -2.60 -2.14 1.06 0.88
H -2.645723 1.500445 0.673075 0.64 -0.45 -0.42 0.07
H -0.857870 1.980751 0.712061 -0.44 -0.17 -0.11 0.02
H -1.623586 -0.961761 -2.151214 0.21 0.33 -1.36 0.04
H -2.985556 -0.868658 -1.013491 -0.64 0.76 -0.36 0.06
H -1.716567 -1.844412 -0.706090 0.67 0.69 0.10 0.08
H 2.652553 -1.138769 0.276271 0.07 0.07 0.19 0.01
H 1.044022 -1.202750 1.090004 0.03 0.77 0.50 0.02
H 1.289074 -2.094657 -0.299186 0.30 0.63 -0.36 0.02
H 1.019833 2.534690 -0.192190 -0.34 1.20 -0.09 0.00
H 1.238670 1.389952 1.149024 -0.15 0.30 0.07 0.03
H 2.683006 1.937256 0.254820 -1.86 -0.53 -0.62 0.08

Entry 8:
17
Properties=species:S:1:pos:R:3:forces:R:3:lowdin_charge:R:1 method="wB97M-V/def2-TZVPD" lumo_energy_ha=0.0167 fmax_ha_per_bohr=0.007 orbital_gap_ev=8.597
C 1.187720 -0.008083 -1.454068 0.04 0.06 -0.03 -0.17
C -0.131972 -1.143987 0.969185 -0.21 0.16 0.26 -0.10
C 0.214787 1.161607 -1.380145 0.02 0.03 0.00 -0.17
C -1.534054 -0.943726 0.543312 0.04 0.03 -0.08 -0.19
C 0.351145 -0.068176 1.865461 0.01 0.00 -0.08 -0.19
H 0.794176 -0.901211 -0.955969 0.08 0.02 -0.08 0.02
H 2.131970 0.235238 -0.959521 -0.04 -0.02 -0.09 0.07
H 1.402236 -0.276016 -2.491080 0.02 0.00 0.07 0.07
H -0.737740 0.916878 -1.857697 0.06 0.05 0.03 0.07
H 0.623545 2.045834 -1.874726 -0.06 -0.04 0.02 0.06
H 0.008929 1.430909 -0.340999 -0.02 0.06 -0.13 0.04
H -1.743495 -1.390261 -0.434630 0.03 0.00 0.16 0.07
H -2.066700 -1.588135 1.265486 0.02 0.04 -0.04 0.10
H -1.961252 0.071557 0.603962 0.12 -0.12 0.04 0.07
H -0.193981 0.891806 1.869616 0.03 -0.18 -0.02 0.07
H 0.224980 -0.537674 2.857225 0.02 0.02 -0.06 0.10
H 1.429707 0.103442 1.774587 -0.16 -0.10 0.03 0.07

Entry 9:
17
Properties=species:S:1:pos:R:3:forces:R:3:lowdin_charge:R:1 method="wB97M-V/def2-TZVPD" lumo_energy_ha=0.0465 fmax_ha_per_bohr=0.043 orbital_gap_ev=12.276
C -2.076452 -0.710709 0.166736 1.36 -0.95 0.42 -0.13
C -1.478967 0.656217 -0.214168 -0.49 -0.55 -0.58 -0.30
C -0.035497 0.801149 0.213729 1.21 -0.41 0.04 -0.24
C 0.924902 -0.301591 -0.325614 0.95 -0.31 0.73 -0.26
C 2.428637 -0.144591 0.127028 -0.31 0.47 -1.60 -0.12
H -3.189726 -0.719600 0.109460 0.89 -0.05 0.49 0.07
H -1.594195 -0.998219 1.195544 -1.52 0.28 -1.62 0.10
H -1.701750 -1.490061 -0.570165 -0.48 0.80 0.92 0.08
H -2.088896 1.447779 0.193564 -0.09 0.35 0.43 0.09
H -1.596989 0.768456 -1.289588 0.22 0.09 -0.31 0.10
H -0.023190 0.751754 1.311373 0.16 0.13 -0.08 0.11
H 0.411599 1.771432 -0.081508 -0.44 -0.30 0.16 0.11
H 0.648776 -1.315690 0.013274 -0.37 0.44 -0.26 0.09
H 0.934379 -0.292740 -1.418630 -0.23 -0.07 0.01 0.10
H 3.099385 -0.911417 -0.360558 -0.86 0.57 0.70 0.08
H 2.553946 -0.138077 1.203493 0.00 -0.14 0.16 0.06
H 2.784043 0.825915 -0.273965 -0.01 -0.33 0.40 0.06

Entry 10:
27
Properties=species:S:1:pos:R:3:forces:R:3:lowdin_charge:R:1 method="wB97M-V/def2-TZVPD" lumo_energy_ha=-0.3055 charge=+2 fmax_ha_per_bohr=0.090 orbital_gap_ev=8.521
O 0.569235 -2.523049 0.311553 0.19 -0.02 -0.03 -0.37
P 1.954997 -2.220307 -0.047298 -0.03 -1.32 0.36 0.75
O 2.028139 -1.184735 -1.311177 0.05 0.42 0.02 -0.09
C 1.254110 -0.087317 -1.220172 1.14 0.56 -0.66 -0.49
O 0.051532 -0.131376 -1.409894 1.03 -0.17 -0.33 0.05
N 1.966130 1.110965 -0.915547 -1.56 -1.32 -0.05 0.11
C 1.024762 1.986339 -0.205926 0.42 1.05 0.47 -0.18
C 0.737639 1.545218 1.230559 0.19 -0.23 -0.97 -0.12
C -0.310921 0.449634 1.326946 0.32 0.26 1.00 -0.21
C -1.547954 0.745605 0.534033 -0.75 0.20 -0.52 -0.18
S -2.293574 -0.827898 0.163970 1.29 -0.02 2.35 0.70
O -3.758901 -0.847448 0.369499 0.27 0.82 -1.37 -0.41
O -1.654519 -1.908213 0.780983 -0.25 -0.28 0.33 -0.19
O -2.071888 -1.081116 -1.515707 -0.62 0.42 1.25 -0.41
H 2.642214 -3.343050 -0.504554 0.44 0.36 -0.28 0.05
H 2.682203 -1.639299 0.999749 0.21 0.22 -0.30 0.06
H 2.146917 1.549704 -1.816007 0.81 -0.05 -0.08 0.16
H 0.134110 2.124971 -0.811668 -0.21 0.21 0.07 0.11
H 1.482077 2.963287 -0.137401 0.29 0.19 -0.16 0.14
H 1.635080 1.104250 1.646193 0.40 0.20 0.15 0.13
H 0.527631 2.436826 1.802669 -0.40 0.09 0.28 0.13
H 0.105473 -0.501171 1.028349 0.07 -0.14 -0.03 0.06
H -0.578960 0.315791 2.369217 -0.11 -0.07 0.21 0.14
H -2.281491 1.367123 1.035725 -0.36 -0.19 0.29 0.14
H -1.353600 1.217521 -0.424390 -0.05 -0.09 -0.04 0.10
H -1.082949 -1.056689 -1.660576 1.12 0.41 0.04 0.06
Ca -4.007493 -1.565566 -1.619130 -3.89 -1.52 -1.99 1.77

Entry 11:
22
Properties=species:S:1:pos:R:3:forces:R:3:lowdin_charge:R:1 method="wB97M-V/def2-TZVPD" lumo_energy_ha="0.1857 / 0.1721" spin_multiplicity=5 charge=-2 fmax_ha_per_bohr=0.103 orbital_gap_ev="3.723 / 3.962"
Ce 0.779779 1.094667 -1.391336 -0.66 -1.44 3.36 0.41
Cl -1.853010 -0.005247 -1.330884 -0.37 -0.13 -0.82 0.06
C 1.514792 -0.313732 -2.864746 1.71 -1.57 -2.70 -0.40
C -0.011015 3.116596 -1.344022 -0.58 3.52 -0.46 -0.40
H 2.237080 0.493762 -3.152238 -0.17 -0.99 -0.43 -0.03
H 1.900916 -1.104700 -2.218035 0.06 -0.22 -0.52 -0.02
H 0.650360 -0.463334 -3.502692 0.37 -0.42 -0.47 -0.03
H 0.942051 3.419986 -1.843324 -0.77 0.61 0.23 -0.04
H -0.078148 3.309444 -0.271485 -0.21 0.34 -0.17 -0.02
H -0.893892 3.049412 -1.967722 -0.18 0.69 0.00 -0.04
Co -0.899099 -0.739112 0.629434 0.67 1.93 -0.06 0.24
C -2.038557 -0.312418 2.182723 -1.31 0.60 0.36 -0.27
C 0.988615 0.328790 0.723940 -0.47 0.98 -1.57 -0.41
H -1.451203 0.284758 2.897372 -0.10 -0.11 -0.19 -0.03
H -2.943065 0.230062 1.887972 -0.30 0.12 0.35 -0.06
H -2.289767 -1.267390 2.667506 -0.17 0.17 0.00 -0.04
H 0.990134 1.282799 1.289416 0.67 -0.90 0.46 -0.06
H 1.775797 -0.411094 0.523948 0.37 0.34 1.27 -0.06
O 0.696107 -3.731096 2.622234 0.88 -1.68 1.29 -0.05
C 0.181307 -3.045813 1.782164 -0.98 3.48 -0.81 -0.55
O -0.000352 -1.746186 1.856300 1.46 -5.00 0.89 -0.28
H -0.198831 -3.470154 0.823476 0.07 -0.30 0.00 0.10

Entry 12:
27
Properties=species:S:1:pos:R:3:forces:R:3:lowdin_charge:R:1 method="wB97M-V/def2-TZVPD" lumo_energy_ha="-0.0514 / -0.0535" fmax_ha_per_bohr=0.023 orbital_gap_ev="6.928 / 7.008"
Pd -0.470441 -0.740698 -0.330135 -0.85 0.15 0.80 0.45
C -1.719930 1.660963 1.784338 -0.07 -0.01 -0.01 -0.34
Se -0.680270 0.060810 2.101992 0.04 -0.37 -0.62 1.00
C 1.066761 0.888091 2.214762 0.22 0.23 0.13 -0.55
C 1.563625 1.470490 0.907692 0.05 0.13 0.10 -0.52
Se 1.846158 0.068494 -0.409187 -0.22 -0.50 -0.13 0.96
C 1.627114 1.154065 -1.997874 0.02 0.02 -0.07 -0.33
H -1.529679 2.354255 2.600689 -0.02 0.01 0.00 0.04
H -2.759178 1.342380 1.786783 0.00 0.00 -0.01 0.04
H -1.490335 2.066324 0.803744 0.00 -0.01 -0.02 0.01
H 1.735797 0.113594 2.591630 0.03 0.00 -0.02 0.07
H 1.012841 1.669949 2.973439 -0.01 -0.02 0.02 0.08
H 2.518439 1.973914 1.063615 0.00 0.02 -0.04 0.08
H 0.859970 2.176389 0.468276 -0.07 -0.02 0.05 0.07
H 2.332998 1.979902 -1.950080 -0.01 0.01 -0.02 0.04
H 0.589776 1.482417 -2.040955 -0.01 0.02 0.00 0.01
H 1.858046 0.513729 -2.844941 -0.02 0.00 -0.02 0.04
Cl 0.756565 -3.363075 -1.873248 -0.04 0.12 -0.08 0.55
C 0.764031 -4.135706 -0.298163 -0.05 -0.21 0.22 -0.99
Cl -0.402049 -3.423413 0.842368 0.06 -0.22 -0.06 0.53
H 1.747566 -4.041254 0.144399 0.04 -0.01 -0.04 0.03
H 0.479965 -5.172446 -0.427166 0.06 -0.02 0.00 0.03
O -3.664306 0.338495 -2.297737 -0.11 -0.22 0.07 -0.27
S -2.409643 0.022666 -1.702303 1.03 0.41 0.41 0.30
O -2.548116 -0.788708 -0.365183 0.59 0.01 -0.20 -0.46
O -1.588504 1.199056 -1.260876 -0.73 0.23 -0.66 -0.44
O -1.497202 -0.870683 -2.485879 0.07 0.23 0.19 -0.41